Entry 1:
Density functional theory data (ωB97M-V with the def2-TZVPD basis set) for a single C5H10NOP molecule at a distorted geometry.

Structure (ORCA input):
```
! wB97M-V def2-TZVPD RIJCOSX def2/J DEFGRID3
* xyz 0 3
C -1.61243 0.11497 -0.55083
C -1.16052 -0.49600 0.78667
C -0.50169 0.94123 -1.28587
C 0.15622 -1.30630 0.69601
C 0.73743 0.51471 -1.41392
N 2.38374 0.30784 0.27692
O 1.47169 1.09928 1.04600
P 1.60764 -0.81827 -0.57451
H -1.96239 -0.78892 -1.05821
H -2.46873 0.68560 -0.45362
H -1.08391 0.25547 1.62910
H -2.05693 -0.97932 1.23899
H -0.90704 1.83231 -1.69938
H 0.78103 1.44016 0.40342
H 0.57809 -1.43305 1.68482
H -0.22595 -2.29071 0.32374
H 1.38980 1.11610 -2.09074
H 2.87395 -0.19512 1.04141
*
```

For the HOMO energy (alpha / beta), the calculation gives -0.201 / -0.339 Ha. The calculation puts the calculated total energy at -667.5791 a.u. The gap between HOMO and LUMO (alpha / beta) comes out at 6.5020 / 6.4946 eV. Its energy relative to the best compared isomer or geometry (same formula, charge and spin) is 60.2 kcal/mol. Its expectation value of S² is 2.008.

Mulliken population analysis, charges in e, atoms 1 to 8: -0.4573 -0.7095 -0.4249 -0.7822 -0.5601 -0.2737 -0.4405 0.0733

Entry 2:
Density functional theory data (ωB97M-V with the def2-TZVPD basis set) for a gas-phase ion, C5H10NOS (charge -1) at a distorted geometry.

Structure (ORCA input):
```
! wB97M-V def2-TZVPD RIJCOSX def2/J DEFGRID3
* xyz -1 1
O -2.06137 1.26336 -0.27229
C -0.76646 0.70585 -0.17520
N -0.05449 1.31812 0.72028
C 1.28543 0.85459 0.86892
C 2.14482 0.66091 -0.40799
S 3.73351 -0.07517 -0.01646
C -0.89334 -0.97410 0.29195
C -1.93275 -1.52405 -0.42269
H -0.38017 0.65806 -1.19495
H 1.25582 -0.13746 1.36721
H 1.82505 1.49865 1.55052
H 1.56791 0.00159 -1.05600
H 2.20171 1.59974 -0.96223
H -1.02503 -1.01681 1.36062
H 0.11705 -1.35339 0.12633
H -2.53426 0.47633 -0.48866
H -2.74035 -1.99062 0.11196
H -1.74306 -1.96561 -1.40129
*
```

For the HOMO energy, the calculation gives -0.099 Ha. The calculation puts the calculated total energy at -724.5728 a.u. The gap between HOMO and LUMO comes out at 4.6382 eV. Its energy relative to the best compared isomer or geometry (same formula, charge and spin) is 113.3 kcal/mol.

Mulliken population analysis, charges in e, atoms 1 to 8: -0.4724 0.0933 -0.4272 -0.6130 -0.5508 -0.5990 -0.2658 -1.1272

Entry 3:
Density functional theory data (ωB97M-V with the def2-TZVPD basis set) for a gas-phase ion, C5H10NOS (charge -2) at a distorted geometry.

Structure (ORCA input):
```
! wB97M-V def2-TZVPD RIJCOSX def2/J DEFGRID3
* xyz -2 2
C 0.11001 1.52059 0.72447
C -0.47896 1.40358 2.12030
S 0.00226 2.71016 3.32332
C -0.38831 0.52424 -0.31462
N 0.15021 -0.80425 -0.08337
C -0.05356 -1.75772 -1.16743
C 1.09440 -1.81330 -2.15195
O 1.02474 -2.52255 -3.23460
H -0.14902 2.53706 0.40923
H 1.19088 1.68853 0.68097
H -0.19325 0.45335 2.58408
H -1.56340 1.41944 2.01235
H -1.48223 0.48603 -0.18019
H 0.00035 0.79464 -1.28835
H 0.02531 -1.15417 0.85271
H -0.98200 -1.51069 -1.73207
H -0.27231 -2.75659 -0.72647
H 1.96487 -1.21836 -1.82840
*
```

For the HOMO energy (alpha / beta), the calculation gives 0.100 / -0.006 Ha. The calculation puts the calculated total energy at -724.5787 a.u. The gap between HOMO and LUMO (alpha / beta) comes out at 3.1241 / 5.9915 eV. Its energy relative to the best compared isomer or geometry (same formula, charge and spin) is 0.0 kcal/mol. Its expectation value of S² is 0.754.

Mulliken population analysis, charges in e, atoms 1 to 8: -0.6018 -0.7119 -0.7610 -0.5579 -0.2360 -0.6525 -0.3422 -0.8284

Entry 4:
Density functional theory data (ωB97M-V with the def2-TZVPD basis set) for a gas-phase ion, C5H10NOS (charge +1) at a distorted geometry.

Structure (ORCA input):
```
! wB97M-V def2-TZVPD RIJCOSX def2/J DEFGRID3
* xyz 1 1
C -2.92493 0.13405 0.00029
O -1.60724 -0.59775 -0.03129
C -0.43317 -0.00540 -0.37444
S -0.49071 1.99568 0.46212
C 1.20014 1.78763 0.80461
C 1.74586 0.58961 0.72369
N 0.78870 -0.58293 0.31759
C 1.46998 -1.36780 -0.73883
H -3.72150 -0.58728 -0.31427
H -2.72520 1.02078 -0.53658
H -3.08049 0.29513 1.06899
H -0.21610 0.23303 -1.49347
H 1.79685 2.64763 1.09549
H 2.80314 0.20900 0.91275
H 0.44830 -1.05974 1.11684
H 0.80896 -1.74867 -1.47134
H 2.09890 -0.68011 -1.29859
H 2.03851 -2.28289 -0.24355
*
```

For the HOMO energy, the calculation gives -0.480 Ha. The calculation puts the calculated total energy at -724.3391 a.u. The gap between HOMO and LUMO comes out at 9.3512 eV. The SMILES is CO[C@H]1SC=C[N@@H+]1C. Its energy relative to the best compared isomer or geometry (same formula, charge and spin) is 61.1 kcal/mol.

Mulliken population analysis, charges in e, atoms 1 to 8: -0.6019 -0.3708 -0.2560 -0.0534 -0.1427 -0.4142 0.1450 -0.9619

Entry 5:
Density functional theory data (ωB97M-V with the def2-TZVPD basis set) for a single C5H10NP molecule at a distorted geometry.

Structure (ORCA input):
```
! wB97M-V def2-TZVPD RIJCOSX def2/J DEFGRID3
* xyz 0 1
C 0.92034 -1.15294 0.08222
C -0.22845 -0.19587 -0.18740
C -0.17661 0.53540 -1.52946
C -0.32039 0.82266 0.97075
P -1.83511 -1.27026 -0.00136
C -3.01026 0.10098 -0.01474
N -3.68004 1.01654 0.15262
H 0.79405 -1.59305 0.99846
H 0.95520 -1.98856 -0.67262
H 1.95215 -0.77168 0.09788
H 0.46021 0.06790 -2.28690
H 0.14005 1.48806 -1.25663
H -1.29202 0.59188 -1.94782
H -1.15552 1.44361 0.67897
H -0.66998 0.21525 1.86356
H 0.55439 1.41205 1.34663
H -1.63551 -1.08147 1.33416
*
```

For the HOMO energy, the calculation gives -0.368 Ha. The calculation puts the calculated total energy at -592.5621 a.u. The gap between HOMO and LUMO comes out at 10.6885 eV. The SMILES is CC(C)(C)PC#N. Its energy relative to the best compared isomer or geometry (same formula, charge and spin) is 10.9 kcal/mol.

Mulliken population analysis, charges in e, atoms 1 to 8: -1.7500 1.0674 -1.2437 -1.5949 -0.0142 0.3510 -0.4056 0.5072

Entry 6:
Density functional theory data (ωB97M-V with the def2-TZVPD basis set) for 2 unconnected molecules or ions with the total composition C5H10NS at a distorted geometry.

Structure (ORCA input):
```
! wB97M-V def2-TZVPD RIJCOSX def2/J DEFGRID3
* xyz 1 1
C -0.16444 1.43995 -0.33851
C 0.92746 -0.95085 1.21716
C -0.41229 -1.44396 -0.97215
C 1.01237 0.73982 -0.69475
C 0.70920 -0.77017 -0.31946
N -0.98350 2.09959 0.12383
S -3.91419 3.20299 0.96888
H 0.00306 -0.61478 1.72798
H 1.31516 -1.94799 1.45671
H 1.75263 -0.46393 1.65827
H -0.51728 -1.26104 -1.98037
H -0.28385 -2.42753 -1.01919
H -1.36184 -1.19722 -0.34997
H 1.74162 1.32113 -0.09776
H 1.16668 0.85890 -1.69472
H 1.50337 -1.42968 -0.86949
H -2.49416 2.84477 1.18352
*
```

For the HOMO energy (alpha / beta), the calculation gives -0.514 / -0.514 Ha. The calculation puts the calculated total energy at -648.9754 a.u. The gap between HOMO and LUMO (alpha / beta) comes out at 4.0957 / 4.1040 eV. Its energy relative to the best compared isomer or geometry (same formula, charge and spin) is 156.9 kcal/mol.

Mulliken population analysis, charges in e, atoms 1 to 8: 0.2721 -1.3949 -1.5842 -0.6584 0.7112 -0.4606 0.4781 0.2946

Entry 7:
Density functional theory data (ωB97M-V with the def2-TZVPD basis set) for a single C5H10O molecule.

Structure (ORCA input):
```
! wB97M-V def2-TZVPD RIJCOSX def2/J DEFGRID3
* xyz 0 1
O -2.05050 0.79920 0.82402
C -1.53198 1.15922 -0.43807
C -0.45313 0.19232 -0.92333
C 0.68354 0.09686 0.07440
C 1.76990 -0.92257 -0.08757
C 0.75863 -1.08510 1.01031
H -1.29184 0.64883 1.40630
H -1.11081 2.17928 -0.42029
H -2.38113 1.16980 -1.12817
H -0.08368 0.52855 -1.90119
H -0.89505 -0.80139 -1.06977
H 1.00319 1.06000 0.48287
H 1.71554 -1.59448 -0.94018
H 2.78120 -0.63607 0.18802
H 0.00216 -1.85779 0.88667
H 1.08395 -0.93667 2.03598
*
```

For the HOMO energy, the calculation gives -0.371 Ha. The calculation puts the calculated total energy at -271.7110 a.u. The gap between HOMO and LUMO comes out at 11.2208 eV. The SMILES is OCCC1CC1. Its energy relative to the best compared isomer or geometry (same formula, charge and spin) is 26.1 kcal/mol.

Mulliken population analysis, charges in e, atoms 1 to 8: -0.5202 -0.5570 -0.4457 -0.2222 -0.6433 -0.5460 0.3494 0.2820